The following is a quantum chemistry calculation of a cluster of 9 separate species, C75H160N8O9 in total in a non-equilibrium geometry, from the Open Molecules 2025 dataset.

Geometry as XYZ:
```
252
C75H160N8O9 | the Open Molecules 2025 dataset | ωB97M-V/def2-TZVPD
O -5.60 1.50 2.72
O -4.23 -3.34 -7.27
O -5.24 7.26 -2.74
O -0.99 -2.38 4.67
O 0.76 3.09 -3.48
O 2.60 1.84 7.09
O 0.01 0.58 -2.40
O 0.82 -2.56 -3.43
O 5.27 -1.51 3.92
N -3.24 -2.35 -7.41
N -0.16 -2.74 3.58
N 1.80 4.04 -3.55
N -0.62 1.09 -1.25
N -6.24 0.27 2.96
N 1.31 1.47 6.66
N 6.21 -0.71 3.22
N 1.89 -3.31 -2.92
C -8.38 -0.99 3.04
C 4.13 -5.05 -2.91
C -1.48 -3.56 -6.01
C -1.04 -5.07 3.50
C 0.23 5.81 -4.36
C 1.29 -2.80 3.87
C 0.69 5.47 -1.90
C -2.09 0.90 -1.22
C -1.48 1.06 6.07
C 1.66 2.60 4.53
C 3.45 -2.64 -4.77
C -3.06 -1.95 -5.01
C -4.21 -0.79 3.67
C 3.42 2.26 -3.99
C 4.35 -3.55 -2.63
C 0.04 1.82 8.88
C -0.70 0.22 7.15
C 1.44 -0.24 8.36
C -7.99 0.73 1.34
C 3.20 -2.74 -3.22
C 2.80 -5.43 -2.25
C -6.41 -1.76 4.31
C -2.33 -3.30 -9.52
C -0.55 1.44 1.18
C 1.48 1.65 -0.26
C -4.19 6.36 -0.70
C 1.60 -3.82 4.96
C 0.34 3.78 6.33
C 0.39 -5.00 -2.03
C 0.17 0.89 -0.05
C -2.03 1.06 1.34
C -2.14 -3.24 2.25
C -0.78 -3.76 2.73
C -7.71 0.35 2.81
C 7.51 -2.66 2.54
C -2.67 1.62 -2.46
C 1.61 -4.75 -2.93
C 2.06 -3.23 2.59
C 2.46 6.38 -3.32
C 7.79 -0.57 1.32
C -2.02 -0.88 -8.90
C -4.24 -1.70 -9.54
C -1.29 -1.12 -6.54
C 1.73 -1.40 4.25
C 3.24 -1.32 -2.65
C -0.50 1.72 5.09
C 0.54 -0.58 0.23
C 2.89 3.66 -4.39
C -7.93 -1.58 4.38
C 1.39 -5.32 -4.36
C -5.63 -0.47 4.09
C -5.55 0.29 5.45
C 6.71 -1.44 2.04
C -0.81 -1.02 -7.99
C -4.00 7.09 -2.04
C 6.84 1.52 2.42
C 7.27 0.84 1.11
C -8.30 1.42 3.75
C 3.58 6.05 -4.33
C 0.55 0.86 7.76
C 5.64 1.22 4.54
C 5.66 -1.95 1.04
C 4.39 0.93 2.45
C 1.48 -4.35 1.71
C 0.03 -4.06 1.47
C -2.94 -2.09 -8.83
C 1.29 5.37 -3.30
C 4.05 4.62 -4.07
C -2.72 1.52 0.03
C -2.43 -0.59 -1.41
C 2.58 3.69 -5.91
C -2.32 -2.27 -6.30
C 0.71 2.41 5.76
C -2.96 6.42 -2.96
C 5.76 0.68 3.12
H -6.18 -2.51 3.55
H 0.93 -3.62 5.80
H 2.81 -1.49 4.41
H -4.78 -0.86 -9.10
H -1.60 -0.13 -6.20
H 1.95 1.65 4.08
H -8.21 -1.74 2.27
H 1.86 -0.86 7.56
H -2.04 -2.28 1.75
H 5.78 -1.73 4.70
H 4.80 0.78 5.08
H 2.62 -6.51 -2.34
H -0.52 3.63 6.97
H 3.10 -3.48 2.81
H -4.88 -0.21 6.13
H -2.19 0.47 5.50
H 4.46 -3.33 -1.57
H -0.46 -0.79 6.79
H 1.20 -6.38 -4.19
H 0.63 -4.75 -4.89
H 4.27 -5.34 -3.94
H 2.57 3.09 4.87
H -0.88 2.32 8.55
H -6.02 -2.28 5.20
H 4.31 2.14 -4.62
H -5.03 5.67 -0.74
H -0.51 5.02 -4.45
H 1.38 5.02 -1.17
H 2.06 7.35 -3.63
H -1.70 -1.11 -2.01
H 6.49 2.52 2.16
H -2.11 -4.36 -5.63
H 6.54 0.87 0.30
H 2.14 1.27 -1.04
H 2.48 -2.38 -5.21
H -0.20 1.27 9.79
H 2.13 1.64 0.62
H -6.52 0.44 5.92
H -1.54 -3.82 -8.97
H -0.98 -5.03 4.58
H -0.43 -5.93 3.19
H -5.11 1.27 5.23
H 2.42 -0.72 -3.06
H -2.99 6.84 -3.97
H -7.63 1.73 1.13
H 0.33 -2.26 -2.65
H 0.50 -4.50 -1.07
H 6.82 -3.34 3.05
H 1.28 -0.62 1.03
H 1.59 -5.36 2.13
H 3.19 1.24 6.62
H -3.62 -1.22 4.49
H -0.68 -3.39 -5.30
H 0.74 2.63 9.05
H 1.27 -0.97 5.14
H 4.56 0.71 1.39
H -1.02 2.41 4.41
H -9.39 1.50 3.68
H -8.28 -1.03 5.25
H -3.75 1.73 -2.34
H 6.52 0.91 5.12
H -4.10 -1.50 -10.61
H -1.08 -1.44 4.47
H 1.39 -4.83 4.61
H -2.46 1.64 2.16
H 4.99 -2.61 1.60
H -0.04 -3.20 0.79
H -0.22 4.87 -1.79
H 0.76 2.76 -2.57
H -9.07 0.70 1.13
H -0.58 -4.71 -2.45
H 4.05 -1.75 -4.99
H -2.45 -1.11 -0.44
H 3.22 6.21 -5.34
H 4.01 1.94 2.56
H -7.97 2.42 3.48
H -2.41 1.12 -3.39
H -1.98 6.56 -2.48
H -3.47 -0.67 -1.75
H -0.04 1.16 2.10
H -5.03 -2.84 -7.04
H -5.94 2.09 3.42
H -0.16 0.95 4.39
H -1.92 -3.02 -10.49
H -3.66 0.12 3.43
H 3.68 0.18 2.81
H 3.66 2.17 -2.94
H -8.22 -2.63 4.48
H -3.28 5.83 -0.44
H -0.33 -1.22 0.36
H -0.26 -0.08 -8.07
H 8.01 -0.96 0.33
H -2.65 2.61 0.04
H 8.67 -0.67 1.96
H -7.57 0.05 0.60
H -2.83 -3.22 3.09
H -3.75 1.18 0.08
H -0.43 -1.39 -5.93
H 8.34 -2.38 3.18
H 2.84 6.49 -2.30
H 1.23 2.70 -0.45
H 1.93 4.52 -6.17
H -8.07 1.16 4.78
H 1.18 4.16 6.92
H 2.73 1.46 -4.28
H 1.51 -0.68 3.46
H 0.61 6.06 -5.35
H -3.60 -2.78 -4.55
H 2.30 -5.19 -4.95
H -2.05 1.84 6.57
H -5.07 7.85 -3.47
H -4.28 7.11 0.08
H -0.56 2.54 1.12
H -4.09 -1.43 2.80
H 0.13 4.51 5.54
H 4.41 6.74 -4.19
H 5.69 2.31 4.59
H 1.19 3.22 3.77
H -2.03 -5.52 3.31
H 3.86 -3.48 -5.31
H -2.29 2.64 -2.39
H 0.50 6.50 -1.58
H -2.55 0.07 -8.73
H 3.20 -1.36 -1.56
H 7.86 -3.25 1.69
H 5.32 -3.33 -3.08
H -0.99 -3.94 -6.91
H -2.23 0.01 1.53
H -2.35 -1.49 -4.31
H 8.09 1.48 0.77
H -2.56 -3.88 1.47
H 1.96 -4.39 0.73
H -4.92 -2.55 -9.65
H -0.18 1.27 -3.05
H 2.64 -3.74 5.29
H 4.93 4.35 -4.66
H -3.82 -1.17 -5.12
H 1.12 -1.00 -0.60
H 0.33 -6.07 -1.80
H -0.50 -4.81 0.88
H 3.47 3.62 -6.54
H 4.16 -0.81 -2.95
H 5.08 -1.17 0.55
H 0.95 -0.88 9.08
H -0.30 6.67 -3.96
H -3.08 -4.09 -9.64
H -0.19 -1.87 -8.27
H -1.48 0.13 7.91
H 2.28 0.22 8.88
H 2.84 -5.18 -1.19
H 1.96 2.82 -6.16
H -3.04 5.34 -3.02
H 4.46 4.54 -3.05
H 7.76 1.58 3.01
H -3.74 8.13 -1.80
H 2.15 -2.38 1.90
H 4.92 -5.58 -2.36
H -1.67 -0.80 -9.94
H 6.17 -2.56 0.30
H -9.44 -0.75 3.10
```

* structure (SMILES): CC1(C)CCCC(C)(C)N1O.CC1(C)CCCC(C)(C)N1O.CC1(C)CCCC(C)(C)N1O.CC1(C)CCCC(C)(C)N1O.CC1(C)CCCC(C)(C)N1O.CC1(C)CCCC(C)(C)N1O.CC1(C)CCCC(C)(C)N1O.CC1(C)CCCC(C)(C)N1O.CC(C)O
* highest occupied orbital energy: -7.8 eV
* 2S+1: 1
* frontier orbital gap: 8.3 eV
* relative energy (zero: lowest compared OMol25 entry of this formula, charge and spin): 0.0000 eV
* E_tot: -110709.0694 eV